# 1
The following is a DFT calculation (ωB97M-V/def2-TZVPD) of a structure of composition C12H7Cl2IrN2O7S2 in a non-equilibrium geometry.

Geometry as XYZ:
```
33
Properties=species:S:1:pos:R:3:forces:R:3
Ir -0.625267 -1.086145 -0.452706 -0.014 0.361 -1.879
O -2.484568 -0.335274 0.275964 0.155 -0.023 0.236
S -2.414591 0.316454 1.639779 0.181 -0.127 0.177
O -0.816892 0.190780 2.031331 -0.026 -0.152 -0.140
O -0.375644 -1.085978 1.564371 0.133 0.066 -0.131
C -2.298041 2.088399 1.606209 -0.032 0.100 -0.129
C -2.763781 2.649221 2.786793 -0.091 -0.064 -0.060
C -2.622481 4.013143 3.003291 0.044 0.034 0.053
C -1.991020 4.794804 2.052759 -0.028 0.001 -0.035
C -1.518760 4.230183 0.870726 -0.038 -0.069 0.051
C -1.682526 2.878904 0.632057 -0.042 -0.026 0.002
S -1.175841 2.221538 -0.950067 0.139 0.091 -0.038
O -2.384092 1.699896 -1.535688 0.049 -0.098 -0.122
O -0.528574 3.296467 -1.646483 0.092 0.025 0.100
O -0.195401 1.152450 -0.566245 -0.282 -0.003 0.010
H -3.227206 2.015390 3.534670 -0.037 0.037 -0.014
H -2.998397 4.457213 3.915001 0.015 -0.017 0.008
H -1.874575 5.857423 2.221467 0.024 -0.008 -0.002
H -1.016121 4.821360 0.117579 -0.061 0.030 -0.009
O -1.462694 -0.576057 -3.111946 -0.663 -0.806 -0.410
N -1.216553 -1.125254 -2.156605 1.059 1.187 1.462
Cl 3.510280 -1.352397 0.753520 0.071 0.038 -0.021
C 3.247897 -2.577777 -0.410086 -0.157 0.007 0.045
C 4.293459 -3.397318 -0.789361 0.050 0.063 0.055
C 4.075317 -4.390892 -1.727522 -0.021 -0.038 -0.031
C 2.811487 -4.615537 -2.262886 -0.020 -0.145 0.087
C 1.767482 -3.802467 -1.889317 0.019 0.342 -0.043
Cl 0.196960 -4.109012 -2.510986 -0.024 -0.001 -0.120
C 1.946504 -2.712858 -0.980806 0.199 0.230 -0.836
N 1.010606 -1.831289 -0.656857 -0.664 -1.046 1.714
H 5.268543 -3.255569 -0.345972 0.002 0.030 -0.028
H 4.903194 -5.011101 -2.046081 -0.025 -0.025 0.035
H 2.641296 -5.418702 -2.965901 -0.009 0.007 0.012
```
Forces are in eV/Å.

Output
E_HOMO (spin up / spin down) = -8.53 / -8.55 eV
LUMO level (spin up / spin down) = -2.5 / -2.4 eV
F_max = 2.2 eV/Å
calculated total energy = -2918.466621 a.u.

=====

# 2
The following is a DFT calculation (ωB97M-V/def2-TZVPD) of a structure of composition C12H8BeCl3F5N2O2S2.

Geometry as XYZ:
```
35
Properties=species:S:1:pos:R:3:forces:R:3
Be 0.142470 0.512250 0.945550 0.062 -0.284 -0.140
F 0.272113 5.331875 -3.021239 0.000 -0.009 -0.004
C 0.202341 4.076401 -2.582100 0.004 0.054 -0.033
C 0.165865 3.814439 -1.224477 0.027 0.024 -0.031
F 0.200640 4.805914 -0.339382 -0.003 -0.016 0.015
C 0.092987 2.500276 -0.830365 -0.002 -0.015 0.264
F 0.046558 2.242565 0.528540 -0.061 0.137 -0.045
C 0.051765 1.410719 -1.674746 -0.005 -0.078 -0.019
S -0.031052 -0.211074 -1.016507 -0.004 0.171 0.052
C 0.088409 1.716085 -3.028950 -0.005 -0.081 -0.079
F 0.048128 0.735283 -3.934476 0.001 0.011 0.017
C 0.162882 3.022515 -3.479627 0.010 0.017 -0.037
F 0.196432 3.279430 -4.786391 -0.006 -0.023 0.002
C -0.034783 -2.708309 1.935924 -0.117 -0.043 -0.026
N -1.239000 -2.392087 1.187418 0.114 0.115 -0.060
C -1.839539 -3.347960 0.255646 0.013 0.012 0.017
C -2.920521 -2.509573 -0.444057 0.013 0.019 0.027
N -3.004265 -1.347616 0.439896 -0.153 -0.011 0.006
C -1.937552 -1.266442 1.239447 0.074 -0.051 0.066
S -1.561318 0.123484 2.175042 -0.002 -0.039 -0.057
H 0.664891 -3.209401 1.268288 0.025 0.010 -0.003
H -0.265898 -3.364743 2.776495 -0.001 -0.015 -0.007
H 0.424909 -1.795631 2.301262 -0.003 0.004 0.046
H -2.255946 -4.194599 0.805266 -0.015 0.000 0.022
H -1.082732 -3.717385 -0.435111 -0.006 -0.007 -0.011
H -3.874186 -3.027172 -0.508424 -0.006 -0.011 0.002
H -2.604497 -2.197467 -1.439871 0.017 0.003 -0.005
H -3.480083 -0.499712 0.182751 0.022 0.012 -0.013
Cl 3.648078 -1.644140 2.284208 -0.034 0.037 -0.019
C 3.798559 0.118970 2.093347 0.004 -0.022 0.016
Cl 5.335887 0.484146 1.330685 0.003 0.019 -0.010
Cl 3.720837 0.895709 3.690515 -0.006 -0.027 -0.027
C 2.605313 0.673620 1.253561 -0.030 -0.064 0.222
O 2.798488 1.431934 0.341137 -0.002 0.034 -0.148
O 1.463819 0.257694 1.710744 0.070 0.119 0.001
```
Forces are in eV/Å.

Output
E_HOMO = -8.36 eV
LUMO level = 0.1 eV
F_max = 0.3 eV/Å
calculated total energy = -3413.240340 a.u.

=====

# 3
The following is a DFT calculation (ωB97M-V/def2-TZVPD) of a structure of composition C12H8Br4N2O6PtSSe in a non-equilibrium geometry.

Geometry as XYZ:
```
35
Properties=species:S:1:pos:R:3:forces:R:3
Pt -0.794600 0.635300 0.231300 -2.559 0.708 1.072
Br 3.811900 -0.143500 5.658400 -0.094 0.030 -0.109
C 3.047400 -0.022800 3.955500 -2.061 0.044 1.059
C 3.868200 0.006200 2.813500 0.520 0.048 -2.466
Br 5.728600 -0.025400 3.021100 -0.061 -0.009 -0.063
C 3.312200 0.051400 1.543000 2.335 0.020 0.814
Br 4.400100 0.058400 0.009400 -0.332 0.017 0.123
C 1.915200 0.078900 1.352300 -1.252 0.101 -2.410
O 1.365500 0.051000 0.212800 1.302 -0.188 2.070
C 1.058700 0.115200 2.547500 -1.914 -0.059 -0.440
O -0.187300 0.193800 2.396700 1.324 0.234 -1.152
C 1.673200 0.034400 3.818200 1.040 -0.226 1.565
Br 0.529800 -0.002700 5.301100 -0.056 0.021 -0.109
O -1.770700 4.229300 -1.626900 0.330 1.869 -1.591
Se -1.846700 2.990800 -0.698700 -0.848 -0.457 0.898
O -1.729600 1.522100 -1.487000 1.104 -1.971 0.557
O -0.625000 2.847800 0.396200 1.406 -1.077 0.361
O -3.225800 2.876900 0.119700 -1.285 0.201 0.730
C -6.123300 2.314900 -0.025300 -0.011 0.392 -0.048
C -5.757700 0.888600 0.083900 -0.087 -0.561 -0.098
C -6.642300 -0.161600 -0.073700 0.279 -0.054 0.037
C -6.137400 -1.466300 -0.021900 0.083 0.707 0.090
N -4.851700 -1.688000 0.209900 -0.060 -0.464 0.073
C -4.034300 -0.672100 0.406000 0.279 0.437 0.046
S -2.442000 -1.081400 0.910500 1.267 0.582 -0.708
N -4.462200 0.609400 0.327500 -0.287 -0.034 -0.181
C -6.989200 -2.661700 -0.227100 -0.169 -0.139 -0.015
H -7.193000 2.454900 -0.122800 -0.132 -0.088 0.003
H -5.618900 2.743300 -0.889600 0.008 0.066 -0.072
H -5.751500 2.873200 0.830100 0.002 0.040 0.081
H -7.686100 0.024600 -0.253800 -0.141 0.076 -0.036
H -3.813700 1.464700 0.362800 0.181 -0.179 -0.026
H -8.040200 -2.395600 -0.284100 -0.085 -0.052 -0.020
H -6.823100 -3.368400 0.583000 -0.025 -0.021 0.057
H -6.690100 -3.163200 -1.145800 0.000 -0.015 -0.090
```
Forces are in eV/Å.

Output
E_HOMO (spin up / spin down) = -8.37 / -8.39 eV
LUMO level (spin up / spin down) = -3.6 / -3.6 eV
energy relative to the best compared isomer or geometry (same formula, charge and spin) = 44.2 kcal per mole
F_max = 2.9 eV/Å
calculated total energy = -14237.832883 a.u.

=====

# 4
The following is a DFT calculation (ωB97M-V/def2-TZVPD) of a structure of composition C12H8ClIrNO2SeTe in a non-equilibrium geometry.

Geometry as XYZ:
```
27
Properties=species:S:1:pos:R:3:forces:R:3
Ir -0.137624 -0.455491 0.069052 -0.548 -0.548 0.219
Cl 1.136556 3.998957 5.736750 -0.039 -0.039 -0.053
C 0.561151 3.058130 4.395446 -0.146 0.102 0.054
C -0.810368 3.137857 4.036548 0.054 0.037 0.043
C -1.305195 2.422118 2.991967 -0.111 -0.023 0.029
C -0.465973 1.556584 2.236786 -0.179 -0.131 -0.063
O -1.000938 0.875269 1.283459 -0.127 0.471 0.052
C 0.901660 1.499051 2.592943 0.179 0.113 0.188
C 1.810210 0.702773 1.894329 0.222 -0.093 -0.107
O 1.588273 -0.058784 0.911553 0.896 0.255 0.606
C 1.398219 2.266957 3.689786 0.044 -0.066 -0.103
H -1.463860 3.781902 4.610640 0.022 0.010 -0.008
H -2.347460 2.480689 2.709682 0.006 -0.010 0.023
H 2.852776 0.739145 2.216765 0.040 -0.051 -0.013
H 2.448226 2.209077 3.947489 -0.009 -0.019 -0.016
Se -0.977146 -0.053500 -2.063722 -0.230 -0.285 -0.419
C -0.572946 -1.516467 -3.244561 -0.159 0.126 0.077
C 0.402075 -2.470868 -3.004321 0.034 -0.038 -0.028
C 0.600464 -3.464630 -3.949860 -0.056 -0.064 -0.166
N -0.079675 -3.559072 -5.095050 0.042 0.105 0.190
C -1.001159 -2.623918 -5.315909 0.028 -0.016 0.003
C -1.286553 -1.593353 -4.431498 -0.027 -0.033 -0.114
H 0.999061 -2.447189 -2.104015 0.010 -0.009 0.023
H 1.353056 -4.226679 -3.778853 0.000 -0.002 -0.003
H -1.550690 -2.702649 -6.247709 0.002 -0.006 0.000
H -2.058502 -0.872235 -4.668252 -0.001 -0.020 0.009
Te -0.993638 -2.683676 0.580556 0.053 0.235 -0.425
```
Forces are in eV/Å.

Output
E_HOMO (spin up / spin down) = -7.61 / -7.57 eV
spin multiplicity = 2
LUMO level (spin up / spin down) = -1.6 / -1.6 eV
energy relative to the best compared isomer or geometry (same formula, charge and spin) = 0.0 kcal per mole
⟨S²⟩ = 0.81
F_max = 1.1 eV/Å
calculated total energy = -3901.225240 a.u.

=====

# 5
The following is a DFT calculation (ωB97M-V/def2-TZVPD) of a structure of composition C12H8ClN2S2TeTl.

Geometry as XYZ:
```
27
Properties=species:S:1:pos:R:3:forces:R:3
Tl 0.928088 0.656826 -0.700968 -0.026 0.209 -0.129
S -0.887594 2.796775 -0.188177 0.016 -0.062 0.052
C -2.379214 2.096812 -0.492546 -0.126 0.022 0.033
C -3.517410 2.725922 0.135042 0.056 -0.104 -0.096
N -4.419005 3.241867 0.627717 0.041 -0.002 0.011
C -2.631093 0.980453 -1.324180 -0.134 -0.003 0.086
S -1.491024 0.137566 -2.210068 0.118 -0.060 -0.098
C -3.993968 0.519263 -1.442796 0.103 0.096 0.028
N -5.067834 0.124221 -1.556126 0.033 0.001 0.001
C 2.244646 -3.651952 -2.057977 -0.077 0.144 -0.162
Te 1.333771 -2.868323 -0.261136 -0.065 -0.337 0.252
C -0.467507 -3.439856 -1.215677 -0.031 -0.080 -0.039
C -0.103557 -4.499063 -2.219340 0.029 0.040 0.031
C -1.064391 -5.359833 -2.739438 0.004 -0.003 -0.010
C -0.705520 -6.324105 -3.666932 0.031 0.000 -0.001
C 0.618050 -6.437750 -4.075358 -0.017 0.015 0.017
C 1.578893 -5.583206 -3.558685 -0.005 0.023 -0.008
C 1.223843 -4.605369 -2.634384 0.007 0.015 0.049
H 3.177906 -4.145389 -1.787352 -0.007 0.020 0.056
H 2.481621 -2.833253 -2.739430 -0.015 -0.012 -0.029
H -0.874190 -2.532400 -1.668068 -0.003 0.019 0.017
H -1.167823 -3.762916 -0.448794 0.010 -0.028 0.002
H -2.094239 -5.273525 -2.414053 0.019 -0.002 -0.004
H -1.456625 -6.993912 -4.064376 0.009 0.006 -0.002
H 0.902144 -7.197336 -4.791944 -0.004 0.008 0.010
H 2.612536 -5.674825 -3.871310 -0.019 -0.001 -0.001
Cl -0.390592 -1.193328 1.067538 0.055 0.077 -0.065
```
Forces are in eV/Å.

Output
E_HOMO (spin up / spin down) = -8.23 / -8.98 eV
LUMO level (spin up / spin down) = -3.4 / -2.5 eV
energy relative to the best compared isomer or geometry (same formula, charge and spin) = 10.7 kcal per mole
F_max = 0.4 eV/Å
calculated total energy = -2268.598989 a.u.

=====

# 6
The following is a DFT calculation (ωB97M-V/def2-TZVPD) of a structure of composition C12H9ClN2O4S6V.

Geometry as XYZ:
```
35
Properties=species:S:1:pos:R:3:forces:R:3
V 0.511269 -0.131382 0.007519 0.463 0.574 0.132
S 5.822865 0.896001 5.252257 0.043 -0.050 0.053
C 4.610428 0.708806 4.109550 -0.114 0.154 -0.148
S 4.888033 0.391321 2.450178 -0.064 -0.043 0.099
C 3.231690 0.389920 1.867474 0.060 0.041 0.087
C 2.292017 0.618535 2.821420 0.120 0.056 0.117
S 0.567556 0.744874 2.660971 -0.177 -0.226 -0.195
S 2.938098 0.865522 4.437078 0.086 -0.080 -0.052
S 3.019338 0.136155 0.158313 0.025 -0.077 -0.096
S -1.361136 0.291535 -4.161993 0.037 -0.015 0.009
C 0.328170 0.197702 -4.477282 -0.055 0.019 0.059
C 1.054748 0.058172 -3.332571 -0.002 0.046 -0.055
C 0.286926 0.016327 -2.119689 -0.170 -0.135 -0.271
C -1.045415 0.132661 -2.444681 0.101 0.030 -0.099
C -2.086197 0.086770 -1.438885 -0.058 0.016 0.065
C -3.459502 0.192549 -1.687219 0.031 -0.019 0.031
C -4.345098 0.116393 -0.630437 0.000 0.004 -0.027
C -3.860770 -0.065476 0.659256 0.038 -0.004 0.004
C -2.490331 -0.158037 0.834091 -0.051 -0.016 -0.033
N -1.626623 -0.072504 -0.176825 -0.252 -0.052 0.017
H 0.688079 0.247261 -5.495032 -0.006 0.004 0.002
H 2.135892 -0.018574 -3.347924 -0.006 -0.009 0.000
H -3.808952 0.323271 -2.703296 -0.005 0.000 -0.003
H -5.411809 0.190849 -0.809782 0.000 0.002 -0.005
H -4.522394 -0.145101 1.510462 0.001 -0.003 0.001
H -2.047623 -0.318254 1.810389 0.009 0.005 -0.005
N 0.521300 2.149872 -0.089324 0.002 -0.051 -0.088
H 1.478737 2.309243 -0.389986 -0.001 -0.015 0.006
H 0.421405 2.471769 0.870091 -0.023 -0.006 -0.013
H -0.124529 2.612421 -0.717524 0.005 0.011 0.009
O 1.137025 -2.361961 1.848689 0.147 -0.189 0.159
Cl 0.284672 -3.057739 0.935397 -0.214 -0.384 0.108
O -1.086738 -2.997883 1.382867 -0.062 0.007 0.010
O 0.682144 -4.431712 0.778861 0.051 0.022 -0.042
O 0.376715 -2.389319 -0.372400 0.043 0.385 0.163
```
Forces are in eV/Å.

Output
E_HOMO (spin up / spin down) = -0.71 / -0.92 eV
spin multiplicity = 4
charge = -2
LUMO level (spin up / spin down) = 4.0 / 4.0 eV
energy relative to the best compared isomer or geometry (same formula, charge and spin) = 0.0 kcal per mole
⟨S²⟩ = 3.76
F_max = 0.7 eV/Å
calculated total energy = -4666.377972 a.u.